No. 1
The following is a quantum chemistry calculation of a cluster of 2 separate species, C5H17N4 in total at a distorted geometry, from the OMol25 dataset.

Computed properties:
- Net charge: +1
- LUMO level: -4.07 eV
- ΔE to the lowest compared entry with this formula, charge and spin: 3.149 eV

Element x y z (Å)
C 0.33193 2.34664 -0.38087
C 1.00541 -1.48303 -1.63797
C -1.67867 -1.86122 -0.45157
C -0.64000 0.83830 2.48725
C -1.11497 1.72202 -0.34309
N 1.21202 -1.12404 -0.21942
N -1.44334 -0.47039 -0.86459
N -0.71623 0.05109 1.25185
N -1.09000 0.34371 0.02698
H 0.62746 2.00704 0.63618
H 0.90757 1.75807 -1.15864
H 0.18372 3.43840 -0.37684
H 0.82616 -0.46456 -2.20880
H 1.94701 -1.86476 -2.04422
H 0.09222 -2.12433 -1.63225
H -1.63128 -2.58079 -1.33611
H -1.02998 -2.16455 0.47100
H -2.66543 -1.86824 -0.08109
H -0.69356 0.32365 3.40174
H 0.36026 1.36001 2.49868
H -1.43636 1.56242 2.45585
H -1.38040 1.81154 -1.41182
H -1.99725 2.15589 0.10267
H 2.15027 -0.48017 -0.27073
H 1.62417 -1.92148 0.21957
H -0.25859 -0.86931 1.27654



No. 2
The following is a quantum chemistry calculation of an isolated molecule of C4H8N4 at a distorted geometry, from the OMol25 dataset.

Computed properties:
- SMILES: C[C@@H]1N=NN2[C@H](C)N12
- Net charge: 0
- LUMO level: 0.54 eV
- ΔE to the lowest compared entry with this formula, charge and spin: 4.296 eV

Element x y z (Å)
C 1.82943 1.67627 0.12683
C 1.02787 0.51088 0.76201
N 1.77319 -0.68698 0.81429
N 1.21981 -1.61586 0.21026
N 0.18062 -1.20053 -0.56393
C -1.10457 -0.82540 0.08095
C -2.32592 -0.96203 -0.76910
N -0.13814 0.20913 -0.22884
H 2.47390 2.18756 0.87870
H 1.14210 2.53450 -0.11433
H 2.45380 1.39897 -0.74931
H 0.51356 0.87398 1.70520
H -1.24647 -1.16442 1.14871
H -1.98755 -1.14726 -1.83589
H -2.77136 0.04271 -0.78875
H -3.04027 -1.83151 -0.67679



No. 3
The following is a quantum chemistry calculation of an isolated molecule of C5H12N2O at a distorted geometry, from the OMol25 dataset.

Computed properties:
- SMILES: CCNC(=O)CNC
- Net charge: 0
- LUMO level: 0.84 eV
- ΔE to the lowest compared entry with this formula, charge and spin: 3.419 eV

Element x y z (Å)
C -1.65276 1.28762 -2.49727
C -0.85973 0.94241 -1.12453
N -0.67903 -0.58274 -1.27668
C -0.19706 -1.35943 -0.19256
O -0.26924 -2.50956 -0.29491
C 0.08100 -0.66634 1.21428
N 1.28122 0.11737 1.20864
C 2.23312 -0.33294 2.22845
H -1.84953 2.25200 -2.74211
H -1.04632 1.07175 -3.41847
H -2.54697 0.55805 -2.41026
H -1.55044 0.95306 -0.20471
H 0.05454 1.61660 -0.84679
H -0.67719 -0.96875 -2.21995
H -0.77401 -0.09918 1.43640
H 0.17555 -1.61361 1.98195
H 1.01049 1.10341 1.42598
H 3.18803 0.13431 2.42058
H 1.71349 -0.35955 3.24816
H 2.36485 -1.54446 2.06378